(1)
C41H43Br2Cl2F4N3O4RbS2 | the ωB97M-V functional and the def2-TZVPD basis

Last column: Mulliken charge in e.
Element x y z (Å)
C1 1.83057 -0.91333 4.82956  0.20
F1 3.53321 -0.65951 6.51708  -0.38
H1 2.69590 1.60963 5.53556  0.36
C2 -2.89313 2.52263 -0.91571  -0.54
C3 -0.68238 -7.08838 1.91095  -0.40
C4 -4.56455 4.11516 -1.69056  -0.57
H2 -3.55648 -5.62785 0.94320  0.55
C5 -3.28475 -1.07582 -3.16985  -0.35
H3 -2.43682 -4.19192 -8.09651  0.44
H4 -0.36739 -8.08985 2.33299  0.27
N1 5.48253 4.47353 -1.47192  -0.51
C6 -3.20275 3.75632 -1.47646  -0.64
H5 -0.82004 -0.15521 -5.67484  0.37
O1 1.55838 -3.51639 1.26484  -0.72
F2 0.26809 -1.54987 3.16955  -0.17
N2 1.87609 0.21071 4.23500  -0.24
H6 -2.62698 -0.35775 -2.66008  0.20
C7 -4.39506 -1.31485 -0.88658  -0.80
H7 -0.23227 4.02551 1.30526  0.23
H8 3.94916 0.76244 4.56558  0.35
Br1 5.79526 1.74879 -0.89320  -0.16
Cl1 2.61607 1.89337 -2.65341  -0.13
C8 0.71223 -3.91885 0.41279  0.18
C9 -1.77286 -3.40978 -6.26554  -0.38
C10 0.80942 -3.18954 4.77890  -0.03
O2 -2.03328 -0.35884 -0.25431  0.08
H9 -3.55418 -0.70944 -4.17675  0.35
H10 -3.09649 -3.21331 -3.87068  0.48
O3 -0.22452 -1.19860 -3.46316  -0.52
C11 1.76697 4.17466 2.24539  -0.38
C12 2.89397 1.18536 4.52635  -1.24
C13 0.39700 4.71886 1.81079  -1.31
O4 0.59479 -3.55424 -0.81672  -0.85
C14 6.14059 6.25880 -0.01082  -0.31
H11 0.28383 3.96543 4.42490  0.46
H12 -0.39611 2.05071 2.32604  0.03
F3 3.65560 -3.32465 7.02483  -0.34
H13 3.79825 2.87910 3.74619  0.21
H14 -5.28108 -1.70510 -2.84503  0.49
S1 -3.44013 -0.02610 0.04497  0.06
C15 -2.66199 -2.47276 -3.17333  0.72
H15 -1.57125 3.03281 3.37793  0.26
C16 0.22780 -6.16545 1.49588  -0.51
H16 3.29993 1.87521 2.45898  0.28
C17 1.69693 -3.72650 5.72651  -0.54
H17 1.76705 -4.80044 5.91024  0.37
C18 2.64017 -2.83277 6.23817  0.14
C19 -5.55045 3.19566 -1.33801  -0.40
H18 -3.91066 -2.28725 -0.77082  0.25
H19 4.45528 0.81894 -3.67428  0.32
H20 -1.99039 -4.14550 -0.09269  0.10
H21 -1.86546 2.27913 -0.69800  0.53
H22 2.82060 0.41483 -4.41885  0.30
N3 1.74851 3.08515 3.28143  0.37
F4 0.02515 -4.07532 4.21556  -0.27
H23 -2.37733 -1.86017 -9.22023  0.36
S2 -0.94438 -2.48536 -3.88981  0.55
C20 0.56916 2.91341 4.10260  -0.74
C21 -2.53960 -5.73273 1.12185  -0.53
Rb1 0.34488 -0.96293 -0.85381  0.63
H24 2.29711 3.83855 1.33053  0.29
H25 -6.60327 3.39898 -1.45878  0.37
C22 5.78901 3.57992 -0.52011  0.38
H26 -4.96273 4.95050 -2.22784  0.37
Br2 -3.14948 -8.23231 2.55763  -0.23
C23 6.46126 5.36736 1.03804  -0.34
C24 5.66312 5.76605 -1.20959  -0.17
H27 -0.98845 1.45384 3.94152  0.43
H28 0.65486 5.46213 1.04526  0.45
H29 -6.00167 1.22344 -0.40975  0.48
C25 -1.58566 -4.90643 0.58473  0.19
C26 -2.16015 -3.30006 -7.61298  -0.87
H30 -2.61180 -2.83250 -2.16018  -0.92
H31 2.29553 5.05508 2.59217  0.20
H32 -2.43064 4.48102 -1.64981  0.44
H33 6.50114 3.24363 1.61756  0.23
C27 2.91539 2.28557 3.41171  -0.33
C28 2.64893 -1.49334 5.90864  0.28
H34 5.48572 6.51881 -2.01277  0.30
H35 -5.03764 -0.02333 -2.47299  0.39
C29 -0.24140 -5.00872 0.81146  0.44
H36 -1.89073 0.10467 -7.97983  0.39
C30 -0.67617 2.30880 3.37117  -0.89
H37 0.81251 2.30342 4.96144  0.39
H38 6.79955 5.62404 2.05664  0.36
C31 -2.13269 -2.04757 -8.19501  -0.33
C32 -3.88047 1.56292 -0.61437  0.65
C33 -1.24884 -1.01738 -6.21142  -0.37
C34 6.22665 3.99590 0.79998  -0.10
C35 -4.57091 -1.01408 -2.35456  -0.99
C36 -1.78349 -0.87705 -7.50473  -0.57
H39 -1.86259 -4.26941 -5.61854  0.50
Cl2 3.31214 -1.03007 -2.63015  -0.10
H40 6.32341 7.35367 0.10551  0.31
C37 3.38298 0.52734 -3.51179  -0.40
H41 1.31670 -6.25595 1.67745  0.39
C38 -1.31548 -2.26796 -5.60258  0.33
H42 -5.28847 -1.42099 -0.31276  0.53
C39 -5.26268 1.91080 -0.77450  -0.73
H43 -0.07538 5.19140 2.64640  0.33
C40 0.98258 -1.91009 4.29032  0.31
C41 -2.08851 -6.87037 1.83893  0.05

Cartesian forces (eV/Å) of the 3 atoms listed first:
C 1.1 -2.8 1.4
F 0.5 0.1 0.4
H 0.4 0.4 -0.4

The value obtained for the energy relative to the best compared isomer or geometry (same formula, charge and spin) is 105.2 kcal per mole. For the HOMO energy, the calculation gives -2.5 eV. The value obtained for the LUMO energy is 0.051 hartree. Its net charge is -1.

(2)
C41H43F6N4O5PtS | the ωB97M-V functional and the def2-TZVPD basis

Last column: Mulliken charge in e.
Element x y z (Å)
S1 0.53988 1.60507 -1.52489  1.08
C1 -7.27736 0.22081 4.92293  -0.38
H1 6.84674 -4.10370 -5.53357  0.34
H2 14.11483 4.58675 -0.82843  0.38
H3 6.82630 1.46875 2.52288  0.23
C2 7.39682 -3.54425 -2.29557  -0.25
F1 11.60279 4.08778 -0.02805  -0.29
C3 6.62352 -3.92538 -4.49204  -0.16
H4 -5.18750 3.61164 -4.23046  0.34
H5 -5.94212 -3.36396 -0.74728  0.37
O1 -2.78891 -2.95531 -6.22018  -0.50
H6 -0.13328 -6.10622 4.22868  0.39
H7 8.20858 -3.45672 -1.58861  0.35
H8 6.27405 2.58080 3.78842  0.20
C4 -6.83287 1.24823 4.04834  -0.11
H9 4.07281 -3.99367 -2.40880  0.36
H10 13.27582 4.12593 -4.89765  0.30
C5 6.07455 -3.62898 -1.81269  -0.33
H11 -7.63286 1.79297 3.56911  0.33
C6 -7.35222 -3.98053 0.77466  -0.53
H12 -1.14394 -7.35212 0.22257  0.35
C7 13.80746 4.43608 -2.95642  -0.53
C8 -8.30366 3.93394 -5.37400  -0.22
C9 5.08055 -3.84907 -2.76925  -0.14
F2 -9.93454 -1.65242 -1.20987  -0.30
H13 -4.26793 -1.28643 5.49703  0.38
C10 7.69912 -3.76569 -3.65274  -0.32
H14 -0.92785 -3.33386 -7.10788  0.25
H15 -7.61067 -1.96544 -1.92755  0.39
C11 1.28727 6.46377 6.91637  -0.23
C12 -9.12671 -2.43791 -0.53011  0.42
F3 0.13490 -8.39035 5.13808  -0.30
C13 -0.66108 -8.92387 1.62184  -0.40
H16 1.07505 6.73504 3.60222  0.32
H17 5.80722 -3.52655 -0.77134  0.36
C14 1.69717 2.29365 -2.91710  0.66
H18 14.82966 4.61584 -3.25508  0.37
H19 -1.64997 -4.73236 -6.17208  0.24
Pt1 -3.91116 5.39491 1.05885  0.98
C15 13.40360 4.37740 -1.61374  -0.23
H20 -8.83067 3.86374 -6.31407  0.38
O2 -0.24101 0.57107 -2.23733  -0.35
C16 -9.55613 -3.09267 0.58430  -0.37
H21 -0.82197 -9.70399 0.89252  0.37
N1 5.35539 -3.99419 -4.05719  -0.57
H22 -2.16181 -4.30730 -7.76252  0.23
C17 0.68371 6.56081 4.59363  -0.09
C18 -7.82877 -2.42278 -0.97379  -0.33
F4 2.29521 1.30704 -3.56930  -0.16
O3 5.23150 0.83672 3.74839  -0.49
C19 -0.09692 -8.13028 3.80396  0.34
H23 -8.33037 0.03644 5.07646  0.35
H24 -1.84833 5.58376 6.45883  0.30
C20 -0.27370 -6.83849 3.44736  -0.25
H25 -2.43866 -2.63397 -5.38610  0.29
C21 1.61603 6.77487 5.62334  -0.35
H26 -6.67488 -4.54802 1.39559  0.34
H27 8.71808 -3.74576 -4.01010  0.36
O4 1.34555 1.01580 -0.48878  -0.40
H28 10.20387 3.21911 -2.17164  0.35
H29 -6.69412 -1.48553 6.06667  0.37
C22 -0.70023 -6.51875 2.17336  -0.41
N2 -0.59836 6.13382 4.80062  -0.54
C23 -4.64037 0.50244 4.34459  -0.17
F5 2.61324 3.14240 -2.40005  -0.19
C24 -1.82962 -3.87384 -6.81920  -0.51
C25 12.87794 4.09794 -3.89400  -0.17
C26 11.22074 3.55722 -2.30607  -0.18
H30 -0.25238 -10.24464 3.22138  0.39
H31 -8.87620 -4.29102 2.28172  0.40
N3 -6.66858 4.31301 -3.01542  -0.52
H32 -3.57264 0.63746 4.25436  0.33
C27 -0.86847 5.92570 6.15990  -0.12
C28 -4.97824 -0.58866 5.07874  -0.38
H33 10.96768 3.44756 -4.47637  0.36
H34 -8.51199 5.06899 -2.21621  0.32
H35 -0.40865 5.80016 8.20504  0.36
C29 -6.92335 -3.22481 -0.31805  -0.40
C30 -6.93472 3.55843 -5.32382  -0.36
C31 -6.36026 -0.68952 5.41758  -0.17
C32 -8.03625 4.61195 -3.07129  -0.15
H36 5.34143 2.28081 2.24367  0.20
C33 -6.25696 3.75418 -4.18225  -0.12
O5 -0.28752 2.75201 -1.05407  -0.43
C34 12.11847 3.93858 -1.29276  0.20
H37 -10.57921 -2.96901 0.90743  0.40
H38 -9.84735 4.93017 -4.16851  0.35
C35 -0.90585 -7.56922 1.25339  -0.41
H39 -6.42232 3.29075 -6.23606  0.34
C36 -8.64401 -3.83882 1.32883  -0.38
N4 -5.48974 1.44556 3.75752  -0.54
C37 5.94950 1.85563 3.04216  -0.44
H40 4.60126 0.47420 3.12151  0.29
H41 2.04112 6.46404 7.68974  0.36
H42 2.62043 7.05380 5.34087  0.34
F6 0.97260 3.10576 -3.78245  -0.21
H43 -0.83456 -5.48988 1.87375  0.37
C38 11.61284 3.64218 -3.63240  -0.56
C39 -8.85521 4.50960 -4.24058  -0.35
C40 -0.30284 -9.20554 2.93136  -0.41
C41 0.00254 6.03843 7.23522  -0.33

Cartesian forces (eV/Å) of the 3 atoms listed first:
S -0.8 1.5 -0.8
C 0.9 0.1 -0.9
H -0.5 0.1 -0.3

For the HOMO energy (alpha / beta), the calculation gives -10.3 / -10.3 eV. The expectation value of S² is 2.043. Its multiplicity is 3. The value obtained for the LUMO energy (alpha / beta) is -0.290 / -0.292 hartree. Its net charge is +1.

(3)
C41H43MnO2P2SSi | the ωB97M-V functional and the def2-TZVPD basis

Last column: Mulliken charge in e.
Element x y z (Å)
H1 3.36650 -2.11713 -2.14786  0.50
H2 -5.67430 2.36990 0.87229  0.49
C1 1.63176 1.71028 2.54316  -0.37
H3 -5.15768 4.69871 0.20985  0.44
H4 3.93989 2.50016 -2.45512  0.51
H5 1.67862 -1.53360 1.76451  0.57
C2 -4.36012 4.03173 0.51499  -0.69
H6 -2.56166 -1.08008 -3.11904  0.32
H7 5.62899 -2.10682 -1.15891  0.48
H8 0.30590 -6.54327 0.43857  0.47
C3 -2.20612 -1.19946 2.36199  0.51
C4 -2.24308 -0.03903 -3.11443  -0.60
C5 4.76318 -1.97283 -0.52156  -0.71
C6 2.23872 3.41707 4.11870  -0.70
H9 -3.42736 -2.93773 2.76343  0.33
C7 -2.12059 -4.22110 0.87046  -0.52
H10 0.95425 3.08664 -4.55533  0.47
C8 -2.38699 -0.69054 5.06510  -0.85
C9 0.52148 2.39854 -3.82099  -0.99
C10 -3.63398 1.87024 1.29709  -0.63
C11 3.81513 -1.63598 1.66832  -0.55
C12 2.59832 2.35283 3.30133  -0.84
P1 0.69091 -1.81334 -0.90397  0.88
H11 -2.92925 0.57268 -3.69162  0.32
H12 1.53053 -4.56885 -0.39097  0.60
C13 -1.50254 -5.45710 0.84312  -0.95
H13 -2.05735 -6.33743 1.14480  0.44
H14 -1.08590 3.53692 3.47613  0.55
H15 1.52874 -0.90152 -5.61152  0.50
C14 -3.04799 4.48579 0.54145  -1.04
H16 3.94265 -1.51389 2.73757  0.52
C15 0.53031 1.69932 -0.80858  0.95
C16 1.19481 -1.65314 -4.90530  -0.77
H17 -2.81886 5.50565 0.25714  0.47
C17 -0.09710 -3.20955 -0.03527  -0.51
H18 2.99232 3.92227 4.71006  0.44
H19 0.74722 4.66379 -1.46848  0.31
H20 -3.05671 0.31975 -1.32807  0.19
C18 3.48925 -1.97788 -1.08029  -0.51
Mn1 -0.63539 0.10284 -0.37162  0.70
C19 -0.17627 -5.57294 0.43411  -0.70
C20 -1.71019 0.19970 4.24416  -1.11
C21 0.71343 -2.32002 -2.63429  0.67
C22 -1.39243 -3.10248 0.47619  -0.16
C23 -2.92838 -2.07214 3.17110  -0.73
C24 3.20737 1.68814 -2.40168  -1.04
P2 -0.94543 1.19708 1.71746  1.86
H21 0.87564 -3.15839 -6.40361  0.43
C25 0.30199 2.13170 2.60461  0.73
C26 2.54367 -1.63997 1.11664  -0.76
H22 -3.88798 0.85979 1.60118  0.32
S1 -2.09287 -1.48052 0.60502  1.95
O1 -2.19115 0.45943 -1.74541  -0.38
Si1 1.50812 2.43479 -2.25509  0.41
H23 1.19468 1.88792 0.03949  0.18
C27 0.91589 3.83998 4.17893  -0.83
C28 -1.62827 -0.03437 2.87449  0.32
H24 5.91999 -1.80854 1.27378  0.43
O2 -3.44166 -1.41831 -0.01127  -0.90
H25 -2.44334 -0.50112 6.13055  0.46
H26 3.44709 1.08801 -1.51931  0.22
H27 1.91661 0.88446 1.90252  0.14
C29 -2.31573 2.32546 1.33050  0.99
H28 3.63031 2.02859 3.25027  0.51
H29 2.30567 4.19747 -0.75292  0.33
H30 0.48680 1.41099 -4.28549  0.21
C30 4.92553 -1.80168 0.84439  -0.67
C31 2.37973 -1.81151 -0.26116  0.62
C32 -3.01463 -1.80937 4.52695  -0.97
H31 3.35256 1.06703 -3.28912  0.32
C33 0.51622 -4.46311 -0.02204  -0.68
H32 -0.28910 2.42664 -0.71249  0.09
C34 -2.02559 3.63560 0.93900  -0.33
C35 0.38326 -3.87140 -4.44169  -0.66
H33 -3.15725 -4.13958 1.16410  0.73
C36 1.70672 4.17756 -1.67013  -1.27
C37 0.32507 -3.57874 -3.08475  -1.17
C38 1.12790 -1.35653 -3.55304  -0.59
H34 0.64001 4.67451 4.81169  0.47
H35 2.23320 4.77387 -2.42426  0.40
H36 -1.25359 1.08460 4.67060  0.53
H37 -1.24376 0.04618 -3.52471  0.05
H38 1.40505 -0.37686 -3.20156  0.59
C39 0.82416 -2.91748 -5.34879  -0.86
H39 -3.57015 -2.48477 5.16737  0.46
H40 -0.03071 -4.33457 -2.39528  0.39
C40 -0.05693 3.19915 3.42628  -0.28
H41 0.08124 -4.85184 -4.79010  0.46
H42 -1.00395 3.99880 0.95490  0.62
C41 -4.65156 2.72516 0.88811  -0.83
H43 -0.50350 2.72880 -3.62727  0.30

Cartesian forces (eV/Å) of the 3 atoms listed first:
H 0.0 0.0 0.0
H 0.0 0.0 0.0
C 0.0 0.1 0.1

The value obtained for the energy relative to the best compared isomer or geometry (same formula, charge and spin) is 0.0 kcal per mole. For the HOMO energy (alpha / beta), the calculation gives -13.7 / -14.2 eV. The expectation value of S² is 6.194. Its multiplicity is 5. The value obtained for the LUMO energy (alpha / beta) is -0.232 / -0.225 hartree. Its net charge is +2.

Which value of net charge does entry 2 give?
+1

Among the records above, which one has the lowest net charge?
C41H43Br2Cl2F4N3O4RbS2

What is the net charge in the second record?
+1

Among the records above, which one has the lowest net charge?
C41H43Br2Cl2F4N3O4RbS2